[1]
C21H40Cl3IrN4O4Si as an isolated structure. Source: the Open Molecules 2025 dataset; level of theory: ωB97M-V/def2-TZVPD.

Geometry as XYZ:
```
74
Properties=species:S:1:pos:R:3:forces:R:3
C 2.4744 -2.2758 -2.6088 -0.027 -0.183 0.125
C 1.8791 -1.4657 -3.7203 -0.528 -0.051 -1.008
H 2.3670 -3.3435 -2.8239 0.064 0.148 0.161
H 1.9562 -2.0528 -1.6696 0.155 -0.058 -0.096
H 3.5491 -2.0811 -2.4647 -0.290 0.077 -0.074
C 1.6929 -1.9395 -4.9652 0.297 0.414 0.568
C 2.0699 -3.3141 -5.4221 -0.099 -0.447 -0.333
H 1.2596 -1.2992 -5.7394 0.165 -0.132 0.395
H 1.7785 -4.0931 -4.6981 0.165 0.262 -0.242
H 3.1515 -3.4220 -5.6223 -0.395 0.068 0.107
H 1.5364 -3.5209 -6.3624 0.265 -0.110 0.263
Ir 0.6008 -0.2343 3.9023 1.186 -0.686 -1.677
Cl 2.3775 0.9942 4.6926 1.674 1.686 0.812
Cl 1.8393 -0.7939 2.0576 0.765 -0.289 -1.290
C -0.0200 2.4256 2.8108 -1.223 -1.231 0.378
O -0.6071 1.4138 3.3050 0.119 3.101 -1.075
N -0.6903 3.3369 2.1090 0.264 0.111 0.092
C -2.1420 3.2898 1.9856 0.062 -0.053 -0.260
C 0.0038 4.3533 1.3212 0.064 -0.054 -0.007
H 1.0615 2.5700 2.9498 -0.204 0.015 -0.166
H -2.5894 2.7797 2.8396 0.171 0.002 -0.163
H -2.4365 2.7952 1.0526 0.014 -0.097 0.192
H -2.4987 4.3185 1.9274 -0.050 -0.024 0.129
H 1.0233 4.4786 1.7135 -0.360 0.068 -0.181
H -0.5632 5.2910 1.3839 0.326 -0.131 0.103
H 0.0483 4.0573 0.2607 0.047 0.156 0.498
H 0.0373 -4.7613 3.5210 -0.228 0.167 0.133
H -0.3428 -2.8616 1.4226 -0.165 -0.038 -0.004
C -1.0368 -4.5995 3.6917 -0.222 -0.131 0.072
C -1.3633 -3.1440 1.7132 0.286 0.113 -0.101
N -1.4519 -3.3183 3.1516 -0.171 0.217 0.139
H -1.2425 -4.6158 4.7649 0.129 -0.077 -0.148
C -1.5053 -2.2293 3.9181 0.416 1.141 -0.610
O -1.3239 -1.0651 3.4408 -2.023 -2.498 0.009
H -2.0578 -2.3609 1.3969 0.195 -0.138 0.057
H -1.7005 -2.3934 4.9945 0.244 0.064 -0.424
H -1.5955 -5.3960 3.1933 0.004 0.032 0.140
H -1.6297 -4.0899 1.2434 -0.001 0.029 -0.033
O 0.3341 -0.2422 -2.4010 -0.118 -0.092 0.000
C 1.4041 -0.0738 -3.3271 -0.222 0.191 0.274
C -0.1895 0.6467 -5.1704 0.024 0.131 -0.221
C 1.0253 0.8119 -4.5046 0.152 0.058 0.187
H -0.9069 -0.0847 -4.7946 0.188 0.204 -0.100
C -0.4523 1.3665 -6.3413 0.146 -0.112 0.229
H 2.2503 0.3815 -2.7953 -0.064 0.241 -0.021
C 1.9502 1.7517 -4.9707 -0.282 -0.350 -0.176
H -1.3912 1.1908 -6.8733 0.326 0.157 0.139
C 0.5044 2.2531 -6.8445 0.047 -0.135 0.056
C 1.7067 2.4498 -6.1534 -0.140 -0.069 -0.059
H 2.8777 1.8674 -4.4118 -0.088 0.098 -0.233
H 0.3180 2.7598 -7.7942 0.094 -0.066 0.352
H 2.4715 3.1161 -6.5569 -0.292 -0.100 0.146
Si -0.7628 0.6365 -1.5022 0.288 -0.636 -0.569
Cl 1.3007 -2.2359 4.8181 0.434 -2.035 1.387
C -2.4718 0.1318 -2.1028 -0.062 0.184 -0.086
C -0.4287 2.4681 -1.6690 -0.135 0.145 -0.178
C -0.5705 0.0922 0.2576 -0.006 0.224 -0.045
H -2.6401 0.3542 -3.1663 0.035 -0.009 0.271
H -3.2380 0.6630 -1.5158 0.105 -0.202 -0.165
H -2.6103 -0.9519 -1.9601 0.049 0.327 0.012
H -0.4017 -0.9907 0.3004 -0.069 0.302 -0.046
H -1.4185 0.3314 0.9150 0.166 -0.032 -0.157
H 0.3336 0.5483 0.6804 -0.326 -0.115 -0.101
H -0.4586 2.8251 -2.7089 -0.046 -0.137 0.255
H 0.5667 2.7064 -1.2625 -0.311 -0.048 -0.063
H -1.2086 2.9992 -1.0991 0.305 0.015 -0.167
N 0.8270 0.6463 7.2744 -0.195 -0.076 0.203
C -0.2949 0.0857 6.8066 -0.872 0.200 -1.078
N -1.2016 -0.3831 7.7040 0.068 -0.057 0.349
O -0.6277 0.0288 5.5751 -0.338 0.467 3.645
H 0.9347 0.7943 8.2698 0.091 -0.162 -0.405
H 1.5665 0.9244 6.6162 -0.318 -0.119 0.132
H -2.0309 -0.8462 7.3552 0.382 0.240 0.063
H -0.9759 -0.4555 8.6862 -0.106 -0.079 -0.312
```
Forces are in eV/Å.

Properties
charge	0
energy relative to the best compared isomer or geometry (same formula, charge and spin)	40.9	kJ/mol
HOMO (alpha / beta)	-6.02 / -7.73	eV
multiplicity	5
Kohn-Sham gap (alpha / beta)	6.356 / 7.199	eV
maximum force	3.69	eV/Å
DFT total energy	-3118.61006	a.u.

***

[2]
C21H40MgNO7S2Si as an isolated structure. Source: the Open Molecules 2025 dataset; level of theory: ωB97M-V/def2-TZVPD.

Geometry as XYZ:
```
73
Properties=species:S:1:pos:R:3:forces:R:3
Mg 0.6962 0.6910 -1.4794 -0.876 0.400 0.702
O 0.8905 0.8101 -4.6140 0.007 -0.015 -0.028
S 1.7638 0.1621 -3.6399 0.407 -0.135 -0.456
O 2.8814 -0.5496 -4.2151 0.025 -0.022 0.069
O 0.9084 -0.7567 -2.7585 0.228 -0.191 -0.282
O 2.2284 1.1866 -2.6006 0.122 -0.034 -0.251
C 0.1047 2.3882 1.9205 0.042 0.079 0.049
C 1.3050 1.6784 1.3141 0.012 -0.155 -0.227
C 2.3004 1.2140 2.3696 -0.006 0.032 -0.017
C 2.0119 2.5839 0.3124 0.077 0.041 0.081
O 0.7965 0.5416 0.5377 0.157 -0.212 0.357
Si 0.3301 -1.0110 1.1174 0.211 0.059 0.151
S -1.0708 -1.7548 -0.1299 -0.113 0.024 -0.110
O -0.1218 -0.6925 2.6767 -0.056 0.122 -0.011
C -0.8960 -1.4661 3.5912 0.030 -0.085 -0.061
C -2.3784 -1.2367 3.3106 -0.002 0.016 0.071
C -0.5462 -2.9482 3.4706 0.006 0.015 -0.010
C -0.5320 -0.9539 4.9807 0.020 0.020 -0.020
O 1.7226 -1.8588 1.3276 0.077 -0.050 -0.104
C 2.6918 -2.5057 0.4825 -0.094 0.048 0.049
C 3.5439 -3.3291 1.4410 -0.001 -0.007 0.047
C 3.5554 -1.4631 -0.2175 0.042 -0.014 0.060
C 2.0254 -3.4153 -0.5434 -0.026 0.006 0.055
H 0.4400 3.2845 2.4484 -0.024 0.007 0.007
H -0.4158 1.7355 2.6191 0.011 -0.019 0.003
H -0.5816 2.6884 1.1262 0.003 -0.009 -0.003
H 2.6850 2.0925 2.8928 0.003 -0.011 0.015
H 3.1372 0.6977 1.8997 -0.010 0.018 0.002
H 1.8404 0.5448 3.0919 -0.041 -0.017 0.011
H 2.5277 3.3821 0.8494 -0.033 0.045 -0.031
H 1.3043 3.0430 -0.3812 -0.001 -0.018 0.027
H 2.7560 2.0307 -0.2650 0.004 -0.012 0.030
H -2.6130 -1.5367 2.2908 0.006 -0.018 -0.034
H -2.6196 -0.1774 3.4268 0.006 -0.002 -0.007
H -2.9915 -1.8133 4.0089 0.005 0.013 -0.007
H -0.8359 -3.3301 2.4901 -0.003 0.011 -0.007
H -1.0653 -3.5248 4.2399 -0.009 0.007 -0.001
H 0.5298 -3.0860 3.5863 0.000 -0.001 0.014
H -0.7334 0.1169 5.0480 0.000 -0.001 -0.004
H 0.5295 -1.1180 5.1733 0.005 -0.002 -0.002
H -1.1124 -1.4683 5.7496 -0.007 -0.008 -0.008
H 4.0018 -2.6792 2.1894 -0.004 0.000 -0.003
H 4.3327 -3.8542 0.8995 0.006 -0.005 -0.004
H 2.9206 -4.0630 1.9553 0.003 -0.004 0.002
H 3.9646 -0.7577 0.5088 0.010 -0.027 -0.014
H 3.0009 -0.9168 -0.9763 -0.096 0.077 -0.068
H 4.3873 -1.9486 -0.7315 -0.004 -0.017 0.002
H 1.3223 -4.0883 -0.0485 0.017 -0.005 -0.004
H 2.7900 -4.0075 -1.0524 0.000 0.012 0.006
H 1.4848 -2.8387 -1.2911 -0.035 0.048 -0.030
C -1.8858 -0.3775 -3.4022 -0.086 0.033 0.003
N -3.1521 0.1265 -2.7711 0.020 -0.026 0.063
C -4.0343 -1.0084 -2.4088 0.028 0.085 0.007
C -2.9043 1.0296 -1.5658 -0.037 -0.092 -0.095
C -2.1703 2.2582 -1.9997 -0.002 0.019 -0.024
C -2.9457 3.3201 -2.4830 0.028 -0.012 0.066
C -2.3329 4.4403 -3.0121 0.061 0.031 -0.016
C -0.9426 4.4691 -3.0716 -0.065 0.048 -0.032
C -0.1967 3.4037 -2.5919 0.032 -0.138 0.070
C -0.7661 2.2486 -2.0147 -0.118 0.171 0.036
H -2.1707 -1.0339 -4.2228 0.037 0.023 -0.038
H -1.3212 -0.9258 -2.6522 -0.092 -0.054 -0.041
H -1.2806 0.4533 -3.7580 -0.039 -0.028 -0.069
H -3.6220 0.7132 -3.4594 0.001 0.016 -0.007
H -3.4864 -1.6441 -1.7171 0.044 -0.019 0.028
H -4.2922 -1.5585 -3.3116 0.009 -0.024 0.038
H -4.9299 -0.6234 -1.9257 -0.028 -0.014 -0.023
H -2.3529 0.4149 -0.8574 0.093 -0.031 0.061
H -3.8986 1.2501 -1.1670 0.024 0.004 -0.032
H -4.0319 3.2763 -2.4237 -0.006 -0.012 -0.001
H -2.9225 5.2729 -3.3764 -0.001 0.007 -0.006
H -0.4418 5.3264 -3.5086 0.000 0.003 0.002
H 0.8835 3.4468 -2.7015 -0.001 0.004 0.003
```
Forces are in eV/Å.

Properties
charge	-1
energy relative to the best compared isomer or geometry (same formula, charge and spin)	0.0	kJ/mol
HOMO	-5.24	eV
multiplicity	1
Kohn-Sham gap	7.515	eV
maximum force	1.19	eV/Å
DFT total energy	-2691.95915	a.u.

***

[3]
A 10-piece molecular cluster, C21H41BrCl18O4S overall. Source: the Open Molecules 2025 dataset; level of theory: ωB97M-V/def2-TZVPD.

Geometry as XYZ:
```
86
Properties=species:S:1:pos:R:3:forces:R:3
C 3.2961 3.9729 -0.7570 0.055 -0.155 -0.111
C 2.0369 3.7706 -1.6077 0.384 -0.361 0.002
C 2.1642 2.5653 -2.5488 0.060 0.141 -0.135
C 0.8059 2.0625 -3.0491 0.053 0.006 0.103
C 0.8593 1.2638 -4.3528 0.121 0.141 -0.050
C 1.8970 0.1382 -4.3524 0.019 -0.008 -0.076
C 1.8448 -0.8320 -3.1658 0.082 -0.177 -0.099
C 0.4711 -1.3751 -2.7593 0.002 -0.115 -0.058
C 0.5314 -2.0994 -1.4133 -0.048 -0.145 -0.090
C 0.7874 -1.2446 -0.1717 -0.005 0.028 0.039
C -0.4277 -0.4178 0.2661 -0.144 -0.152 0.305
O -0.8015 -0.9014 1.6091 -0.167 -0.210 -0.422
S -0.8589 0.2075 2.7035 0.451 -0.154 0.074
O -2.1969 0.6307 2.9084 -0.100 0.205 0.013
O -0.0523 -0.1554 3.8137 -0.146 0.096 0.029
O -0.0195 1.2771 1.8556 0.010 0.384 0.020
C -0.2168 1.1053 0.4725 -0.150 -0.203 0.237
Br -1.7623 2.1525 -0.1251 0.274 -0.091 -0.050
H 4.1898 3.6737 -1.3156 -0.053 0.136 0.007
H 3.2656 3.3436 0.1375 0.022 0.070 -0.028
H 3.4276 5.0111 -0.4470 -0.060 -0.071 0.067
H 1.8567 4.6584 -2.2178 -0.240 -0.023 0.153
H 1.1781 3.6123 -0.9480 -0.041 0.226 -0.105
H 2.7295 1.7704 -2.0463 -0.108 -0.019 -0.050
H 2.7740 2.8681 -3.4115 0.003 -0.060 0.100
H 0.1586 2.9374 -3.1804 -0.060 -0.133 -0.023
H 0.3386 1.4512 -2.2689 -0.012 0.090 -0.009
H 1.1087 1.9669 -5.1581 0.002 -0.141 -0.001
H -0.1298 0.8661 -4.6037 0.022 0.044 0.146
H 2.8925 0.5958 -4.3801 -0.027 -0.126 0.029
H 1.8144 -0.4358 -5.2826 -0.103 0.101 0.040
H 2.3703 -0.4006 -2.3086 -0.196 0.109 0.023
H 2.4368 -1.7146 -3.4392 0.097 0.130 0.096
H -0.3275 -0.6232 -2.7633 0.184 0.094 0.075
H 0.1744 -2.1164 -3.5113 -0.105 0.121 0.037
H 1.3172 -2.8614 -1.4779 -0.042 0.067 0.096
H -0.4008 -2.6463 -1.2437 0.043 0.012 -0.064
H 0.9804 -1.9238 0.6621 0.104 0.054 -0.041
H 1.6846 -0.6243 -0.2709 -0.131 0.046 -0.025
H -1.3081 -0.6000 -0.3509 0.150 0.015 -0.090
H 0.6630 1.5075 -0.0214 -0.107 -0.031 -0.092
C -0.7533 7.1880 -1.8504 -0.062 -0.033 0.050
Cl 0.3949 7.1571 -3.2011 0.024 0.012 0.000
Cl -0.7917 5.6642 -0.9572 -0.097 0.073 -0.030
H -0.4504 7.9805 -1.1804 -0.005 -0.081 0.025
H -1.7415 7.3760 -2.2526 0.018 -0.018 -0.027
C -4.4662 -2.0068 -1.3474 0.042 0.114 0.049
Cl -3.2438 -3.1570 -0.8056 0.015 -0.187 0.056
Cl -3.7057 -0.5478 -2.0041 -0.074 0.053 -0.051
H -5.0771 -2.4600 -2.1191 0.051 -0.031 -0.006
H -5.0666 -1.7329 -0.4889 0.051 0.072 -0.094
C -2.7219 1.4351 6.1132 0.018 -0.036 -0.084
Cl -2.8491 0.5227 7.6250 0.009 -0.006 -0.002
Cl -3.3454 3.0834 6.2783 0.014 -0.006 -0.010
H -1.6780 1.4867 5.8289 0.004 0.006 0.041
H -3.2973 0.9248 5.3516 -0.013 0.013 0.012
C -8.6631 -3.1514 -0.3564 -0.010 -0.011 -0.003
Cl -7.3795 -2.4543 0.6397 -0.076 -0.017 0.096
Cl -8.2651 -3.1220 -2.0793 0.009 0.001 -0.010
H -8.8017 -4.1826 -0.0560 0.010 0.004 -0.009
H -9.5635 -2.5691 -0.2043 0.011 0.005 -0.012
C 0.3288 -6.0109 1.3483 -0.056 0.132 0.198
Cl 1.9966 -5.4262 1.2858 0.076 0.004 -0.045
Cl -0.6498 -5.3869 0.0166 -0.025 -0.034 -0.103
H 0.3286 -7.0923 1.3042 0.079 0.024 -0.066
H -0.1014 -5.6538 2.2759 -0.019 -0.011 -0.015
C 1.2210 10.7821 -2.3279 0.038 -0.018 0.007
Cl 0.7201 11.0300 -4.0003 -0.008 0.005 -0.010
Cl -0.1602 10.5457 -1.2403 0.021 0.150 0.009
H 1.8407 9.8945 -2.2808 -0.027 -0.011 -0.020
H 1.7580 11.6621 -1.9959 -0.010 -0.006 0.003
C 4.9197 -0.6481 2.8644 0.042 -0.046 0.060
Cl 4.4602 0.9873 2.3766 -0.053 -0.005 -0.056
Cl 3.8215 -1.8876 2.2430 0.010 0.036 -0.052
H 5.9124 -0.8500 2.4810 -0.013 0.006 -0.015
H 4.8996 -0.6936 3.9467 -0.022 0.006 -0.008
C 0.0556 -10.0230 2.8157 -0.002 0.022 0.041
Cl 1.6845 -9.3373 2.7791 0.002 0.009 0.007
Cl -0.9101 -9.5062 1.4257 -0.055 -0.047 -0.013
H 0.1315 -11.1032 2.7958 0.022 0.010 -0.022
H -0.4369 -9.6784 3.7170 -0.002 -0.003 -0.009
C 1.7497 -4.2816 5.2272 0.031 0.230 0.011
Cl 1.0854 -2.8358 4.4612 -0.012 -0.139 0.059
Cl 0.8112 -5.7384 4.8718 -0.048 -0.125 0.022
H 2.7617 -4.4313 4.8693 -0.024 -0.033 -0.044
H 1.7263 -4.1305 6.2997 0.023 -0.026 0.001
```
Forces are in eV/Å.

Properties
charge	0
HOMO	-10.41	eV
multiplicity	1
Kohn-Sham gap	10.873	eV
SMILES string	CCCCCCCCCC[C@H]1OS(=O)(=O)O[C@@H]1Br.ClCCl.ClCCl.ClCCl.ClCCl.ClCCl.ClCCl.ClCCl.ClCCl.ClCCl
maximum force	0.53	eV/Å
DFT total energy	-12381.35021	a.u.